The following is a quantum chemistry calculation of a single C5H8OS2 molecule in a non-equilibrium geometry, from the OMol25 dataset.

The geometry in XYZ format:
```
16
C5H8OS2 (ωB97M-V/def2-TZVPD)
C 0.760 0.842 -0.149
O -0.156 1.542 0.643
H -0.997 -1.750 1.145
H 1.383 -0.960 -3.172
C -0.178 -0.343 -0.372
H -2.320 0.845 -0.523
H -1.443 0.724 1.931
C -0.442 0.555 1.712
H 1.596 0.488 0.535
S 2.264 -0.403 -1.986
C 0.781 0.273 -1.504
S -1.799 -0.481 -0.924
H 0.083 0.508 2.716
H 0.619 -1.521 1.227
C -0.165 -0.925 1.033
H 0.016 0.605 -2.311
```

Values from the calculation:
* LUMO level: 0.26 eV
* calculated total energy: -1066.67793 Eh
* Kohn-Sham gap: 0.3061 Eh
* structure (SMILES): S[C@@H]1[C@H]2OCC[C@]12S
* charge: 0

Mulliken population analysis, charges in e, atoms 1 to 8: atom 1 (C): -0.209, atom 2 (O): -0.446, atom 3 (H): 0.329, atom 4 (H): 0.165, atom 5 (C): 0.468, atom 6 (H): 0.118, atom 7 (H): 0.425, atom 8 (C): -0.535